DFT (ωB97M-V/def2-TZVPD) results for a gas-phase ion, C21H23N2S (charge +1) in a non-equilibrium geometry.

LUMO = -2.74 eV
HOMO = -11.06 eV
HOMO-LUMO gap = 0.3057 Eh
Charge = +1
Relative energy (zero: lowest compared OMol25 entry of this formula, charge and spin) = 1.937 eV

Last column: Mulliken charge in e.
Element x y z (Å)
C -1.245 -3.238 -0.292  -0.865
C -1.083 -1.764 -0.013  -0.577
N 0.253 -1.298 -0.443  0.172
C 1.308 -2.141 -0.142  0.598
N 1.100 -3.406 0.240  -0.093
C -0.197 -4.060 0.415  -0.560
C 2.243 -4.321 0.322  -0.740
C 3.463 -3.548 -0.128  -0.459
S 3.050 -1.752 -0.337  -0.019
H -2.197 -3.510 0.165  0.365
H -1.240 -3.534 -1.351  0.345
H -1.863 -1.167 -0.497  0.396
H -1.048 -1.648 1.100  0.351
H -0.374 -4.255 1.491  0.328
H -0.103 -5.038 -0.052  0.379
H 2.317 -4.672 1.342  0.347
H 2.013 -5.191 -0.308  0.337
H 4.246 -3.703 0.632  0.395
H 3.826 -3.989 -1.069  0.339
C -0.486 1.711 1.536  -0.271
C -1.111 2.804 2.292  0.756
C -1.122 2.713 3.710  -0.522
C -1.828 3.634 4.489  -0.518
C -2.526 4.680 3.878  -0.392
C -2.575 4.753 2.478  -0.664
C -1.868 3.830 1.685  -0.275
C -0.580 1.368 0.215  -0.823
C 0.299 0.338 -0.495  0.537
C 0.367 0.851 -1.965  0.515
C 0.818 -0.124 -2.822  -0.064
C 0.960 0.068 -4.200  -0.871
C 0.764 1.319 -4.756  -0.446
C 0.505 2.387 -3.890  -0.695
C 0.321 2.175 -2.503  -0.485
H 0.096 1.031 2.156  0.332
H -0.638 1.858 4.159  0.299
H -1.859 3.487 5.568  0.359
H -3.046 5.411 4.519  0.356
H -3.220 5.515 2.038  0.360
H -1.976 3.866 0.604  0.360
H -0.931 2.146 -0.480  0.156
H 1.371 0.348 -0.021  0.364
H 1.098 -1.098 -2.420  0.028
H 1.196 -0.819 -4.788  0.371
H 0.874 1.486 -5.825  0.389
H 0.429 3.389 -4.317  0.381
H 0.197 3.107 -1.917  0.424

***

DFT (ωB97M-V/def2-TZVPD) results for 4 unconnected molecules or ions with the total composition C3H15NO3 in a non-equilibrium geometry.

LUMO = 0.60 eV
HOMO = -8.95 eV
HOMO-LUMO gap = 0.3509 Eh
Charge = 0
Relative energy (zero: lowest compared OMol25 entry of this formula, charge and spin) = 1.460 eV

Last column: Mulliken charge in e.
Element x y z (Å)
C 2.412 0.603 -0.576  -1.207
N 1.108 0.732 0.095  0.073
C 0.691 2.147 0.050  -0.949
C 1.220 0.270 1.494  -0.930
H 3.149 1.220 -0.034  0.464
H 2.769 -0.414 -0.418  0.350
H 2.319 0.934 -1.602  0.343
H 0.181 2.312 -0.905  0.285
H 1.566 2.813 0.073  0.301
H 0.011 2.448 0.830  0.343
H 0.927 -0.787 1.520  0.275
H 2.246 0.295 1.872  0.306
H 0.435 0.726 2.082  0.339
H -3.950 -3.889 0.680  0.318
H -3.269 -4.775 -0.283  0.311
O -3.408 -3.838 -0.121  -0.624
H -0.047 -0.329 -0.851  0.385
H -0.694 -1.805 -1.198  0.296
O -0.219 -1.038 -1.519  -0.662
H -2.188 1.052 -1.078  0.317
H -2.752 0.209 0.060  0.299
O -2.506 1.113 -0.171  -0.632

***

DFT (ωB97M-V/def2-TZVPD) results for a single C10H8N2O3 molecule in a non-equilibrium geometry.

LUMO = -1.25 eV
HOMO = -8.16 eV
HOMO-LUMO gap = 0.2539 Eh
Charge = 0
Relative energy (zero: lowest compared OMol25 entry of this formula, charge and spin) = 2.746 eV

Last column: Mulliken charge in e.
Element x y z (Å)
O 0.809 3.412 -1.138  -0.533
O -1.967 -1.847 0.695  -0.702
O 1.098 2.988 1.058  -0.468
C 2.376 -2.304 0.102  -0.489
C 0.875 -2.274 0.153  -0.598
C -1.238 1.340 -0.440  -0.451
C 3.070 -1.063 0.175  -0.733
C 0.855 0.243 0.041  0.992
C 0.123 1.456 -0.193  0.115
C 0.137 -1.062 0.189  -0.082
C -1.906 0.207 -0.175  0.374
C 2.296 0.215 0.046  -0.636
N 0.728 2.675 -0.107  0.810
N -1.261 -0.922 0.289  0.713
C -3.371 0.306 -0.191  -1.436
H 2.908 -3.237 0.178  0.382
H 0.384 -3.268 0.278  0.380
H -1.665 2.215 -0.743  0.509
H 4.095 -1.132 0.262  0.457
H 2.969 1.070 -0.020  0.329
H -3.725 0.505 0.832  0.292
H -3.715 1.111 -0.833  0.400
H -3.876 -0.635 -0.458  0.373

***

DFT (ωB97M-V/def2-TZVPD) results for a single C4H7NO molecule in a non-equilibrium geometry.

LUMO = 0.32 eV
HOMO = -8.49 eV
HOMO-LUMO gap = 0.3237 Eh
Charge = 0
Relative energy (zero: lowest compared OMol25 entry of this formula, charge and spin) = 3.991 eV

Last column: Mulliken charge in e.
Element x y z (Å)
C -0.845 -0.583 1.174  -1.084
C -0.180 -0.886 -0.134  -0.367
N -0.555 0.079 -1.167  -0.079
C 0.496 0.816 -1.332  -0.354
C 1.271 1.464 -0.379  0.173
O 2.321 1.179 0.148  -0.522
H -0.686 0.452 1.490  0.298
H -0.446 -1.245 1.942  0.306
H -1.921 -0.755 1.093  0.330
H -0.374 -1.887 -0.520  0.385
H -1.011 -0.299 -1.989  0.280
H 0.942 -0.857 -0.069  0.301
H 0.987 2.521 -0.258  0.333

***

DFT (ωB97M-V/def2-TZVPD) results for a molecular structure, C12H11Cl2GaN2O4S in a non-equilibrium geometry.

LUMO = 4.77 eV
HOMO = 0.55 eV
HOMO-LUMO gap = 0.1549 Eh
Charge = -2
Relative energy (zero: lowest compared OMol25 entry of this formula, charge and spin) = 0.208 eV

Last column: Mulliken charge in e.
Element x y z (Å)
Ga 1.122 -0.918 -0.713  0.308
Cl -5.701 2.085 -0.564  -0.318
C -4.031 1.565 -0.692  0.784
C -3.141 2.391 -1.346  -1.180
C -1.829 1.893 -1.445  0.830
Cl -0.689 2.897 -2.310  -0.285
C -1.396 0.689 -0.952  -0.342
O -0.151 0.270 -1.272  -0.372
C -2.322 -0.102 -0.149  1.833
C -2.062 -1.258 0.539  -0.908
O -0.849 -1.833 0.962  -0.488
C -3.676 0.382 -0.110  -1.848
H -3.422 3.334 -1.779  0.378
H -2.897 -1.752 1.032  0.221
H -4.413 -0.203 0.421  0.255
N 0.903 0.385 1.279  -0.406
C 1.870 0.460 2.352  -0.688
C 3.281 0.568 1.771  -0.598
C 3.644 -0.751 1.046  0.583
O 4.559 -1.427 1.499  -0.719
O 2.959 -1.031 0.012  -0.506
H 0.718 1.298 0.868  0.187
H 0.015 -0.019 1.572  0.219
H 1.802 -0.456 2.944  0.350
H 1.670 1.322 3.019  0.341
H 4.008 0.752 2.565  0.308
H 3.311 1.382 1.045  0.310
C -0.040 -2.479 -0.033  -0.566
H 0.473 -3.298 0.481  0.281
H -0.683 -2.918 -0.805  0.342
S 2.785 -1.028 -5.118  -0.557
C 2.275 -1.067 -3.617  0.710
N 1.908 -1.133 -2.503  -0.462

***

DFT (ωB97M-V/def2-TZVPD) results for 8 unconnected molecules or ions with the total composition C48H42N2O18 in a non-equilibrium geometry.

LUMO = -2.06 eV
HOMO = -8.79 eV
HOMO-LUMO gap = 0.2471 Eh
Charge = 0

Last column: Mulliken charge in e.
Element x y z (Å)
C 3.224 0.356 -6.276  -1.298
C 3.936 1.613 -5.806  -0.130
O 3.943 1.621 -4.384  -0.410
C 3.158 2.871 -6.227  -0.806
N 1.772 2.763 -5.812  -0.049
C 0.770 3.337 -6.709  -0.725
C -0.426 2.382 -6.882  -0.325
O -1.551 3.011 -6.315  -0.191
N -2.792 2.542 -6.867  -0.521
C -2.849 1.108 -6.865  0.600
O -3.096 0.449 -7.877  -0.565
O -2.603 0.538 -5.663  -0.203
H 2.328 0.182 -5.704  0.293
H 2.928 0.421 -7.313  0.361
H 3.872 -0.494 -6.125  0.369
H 4.953 1.642 -6.160  0.442
H 3.097 1.274 -4.088  0.315
H 3.253 3.034 -7.290  0.532
H 3.667 3.701 -5.741  0.281
H 1.667 3.160 -4.894  0.167
H 0.392 4.270 -6.315  0.334
H 1.179 3.537 -7.683  0.304
H -0.557 2.174 -7.938  0.315
H -0.186 1.480 -6.339  0.328
H -3.448 2.823 -6.141  0.473
H -2.699 -0.410 -5.801  0.209
C -2.586 3.711 -1.562  -0.406
C -3.119 3.804 -2.776  -0.357
C -3.952 2.712 -3.333  0.457
O -4.412 2.780 -4.453  -0.727
C -4.181 1.518 -2.485  -0.334
C -3.652 1.426 -1.269  -0.443
C -2.808 2.513 -0.715  0.306
O -2.307 2.419 0.385  -0.450
H -1.966 4.491 -1.139  0.446
H -2.962 4.664 -3.415  0.463
H -4.791 0.733 -2.916  0.486
H -3.799 0.561 -0.635  0.475
C -1.571 3.138 3.710  -0.130
C -0.503 3.402 2.964  -0.224
C 0.731 3.972 3.559  0.381
O 1.705 4.211 2.878  -0.529
C 0.730 4.235 5.020  -0.490
C -0.337 3.968 5.766  -0.459
C -1.571 3.399 5.169  0.220
O -2.539 3.147 5.857  -0.608
H -2.479 2.720 3.292  0.507
H -0.484 3.213 1.899  0.469
H 1.641 4.649 5.435  0.446
H -0.358 4.150 6.834  0.446
C 3.016 2.879 0.265  -0.139
C 3.690 2.413 1.312  -0.283
C 5.062 1.864 1.160  0.196
O 5.674 1.434 2.115  -0.580
C 5.652 1.858 -0.200  -0.445
C 4.979 2.326 -1.249  -0.230
C 3.609 2.874 -1.097  0.167
O 3.000 3.300 -2.053  -0.548
H 2.015 3.284 0.353  0.501
H 3.278 2.410 2.313  0.465
H 6.652 1.452 -0.288  0.443
H 5.385 2.326 -2.253  0.424
C -2.004 0.007 6.781  -0.196
C -1.811 0.073 8.095  -0.330
C -1.649 -1.156 8.912  0.183
O -1.471 -1.098 10.109  -0.550
C -1.705 -2.462 8.205  -0.231
C -1.901 -2.527 6.891  -0.664
C -2.068 -1.297 6.079  0.534
O -2.242 -1.357 4.879  -0.578
H -2.124 0.889 6.170  0.368
H -1.762 1.015 8.627  0.482
H -1.580 -3.348 8.814  0.515
H -1.951 -3.468 6.358  0.511
C 2.629 -6.528 7.457  -0.409
C 1.327 -6.646 7.701  -0.498
C 0.387 -5.535 7.413  0.617
O -0.802 -5.644 7.634  -0.556
C 0.952 -4.289 6.845  0.152
C 2.254 -4.168 6.602  -0.476
C 3.196 -5.280 6.886  0.270
O 4.381 -5.176 6.660  -0.543
H 3.331 -7.326 7.659  0.414
H 0.893 -7.547 8.116  0.424
H 0.253 -3.493 6.638  0.121
H 2.684 -3.267 6.183  0.429
C -5.489 -4.357 -4.915  -0.351
C -4.376 -4.050 -5.576  -0.520
C -3.345 -3.169 -4.977  0.389
O -2.331 -2.885 -5.580  -0.578
C -3.598 -2.644 -3.611  -0.177
C -4.710 -2.952 -2.950  -0.373
C -5.744 -3.834 -3.550  0.265
O -6.756 -4.114 -2.946  -0.538
H -6.255 -4.997 -5.334  0.413
H -4.171 -4.421 -6.572  0.427
H -2.831 -2.005 -3.193  0.572
H -4.915 -2.581 -1.953  0.473
C 0.950 -2.784 1.723  -0.339
C 0.719 -2.764 0.414  -0.446
C 1.828 -2.620 -0.562  0.391
O 1.616 -2.598 -1.755  -0.586
C 3.205 -2.503 -0.021  -0.394
C 3.438 -2.521 1.289  -0.332
C 2.328 -2.665 2.263  0.314
O 2.532 -2.682 3.457  -0.521
H 0.155 -2.885 2.452  0.497
H -0.278 -2.849 0.000  0.476
H 3.999 -2.401 -0.749  0.454
H 4.435 -2.434 1.702  0.478